Entry 1:
Density functional theory data (ωB97M-V/def2-TZVPD) for a structure of composition C15H35ClIrN2O7S2Si in a non-equilibrium geometry.

```
! RIJCOSX wB97M-V def2-TZVPD def2/J DEFGRID3
* xyz 1 1
Ir -0.0466 -0.2305 -0.1492
C 4.2765 -0.5988 1.5863
C 3.5049 -0.9208 0.3138
C 3.0225 -2.3518 0.3656
C 4.3377 -0.6617 -0.9286
O 2.2796 -0.0468 0.2302
Si 2.2845 1.6139 0.3824
S 0.1198 1.8213 0.5098
O 2.9027 2.4120 -0.8547
C 2.6404 2.7199 -2.2531
C 1.8459 4.0150 -2.2826
C 1.8704 1.5874 -2.9092
C 4.0046 2.8942 -2.8962
O 2.9311 2.0981 1.7643
C 3.5009 3.3658 2.2068
C 4.8460 3.5682 1.5253
C 3.6675 3.2243 3.7090
C 2.5288 4.4853 1.8643
H 5.0718 -1.3379 1.6956
H 3.6269 -0.6572 2.4608
H 4.7335 0.3877 1.5578
H 3.8805 -3.0009 0.5463
H 2.5730 -2.6559 -0.5745
H 2.3092 -2.4950 1.1774
H 5.2091 -1.3186 -0.9180
H 4.6916 0.3713 -0.9655
H 3.7620 -0.8747 -1.8313
H 0.8844 3.8890 -1.7772
H 1.6523 4.3156 -3.3141
H 2.4020 4.8142 -1.7895
H 0.8806 1.4732 -2.4634
H 2.4120 0.6430 -2.8230
H 1.7316 1.8043 -3.9697
H 4.5730 3.6677 -2.3775
H 3.8920 3.1890 -3.9410
H 4.5682 1.9600 -2.8606
H 5.5157 2.7343 1.7480
H 5.3130 4.4842 1.8925
H 4.7269 3.6473 0.4437
H 4.3233 2.3832 3.9399
H 2.7005 3.0546 4.1860
H 4.1074 4.1319 4.1263
H 2.3825 4.5552 0.7823
H 2.9183 5.4434 2.2127
H 1.5625 4.3137 2.3452
C -3.3242 -2.9093 0.7987
N -3.1246 -1.8132 1.7573
C -2.6853 -0.6004 1.4744
S -2.3354 -0.1173 -0.1870
N -2.5561 0.2921 2.4384
C -2.8357 0.0400 3.8435
H -4.0168 -3.6174 1.2459
H -2.3826 -3.4053 0.5825
H -3.7465 -2.5290 -0.1242
H -3.3287 -2.0221 2.7224
H -2.2224 1.1983 2.1508
H -3.8674 -0.2903 3.9799
H -2.7027 0.9656 4.3938
H -2.1524 -0.7071 4.2537
O 0.9576 -3.4134 -2.0577
Cl -0.0872 -2.5978 -1.5960
O 0.1687 -1.1540 -1.9967
O -1.3614 -3.0088 -2.0250
O -0.0512 -2.4218 -0.1084
*
```

***

Entry 2:
Density functional theory data (ωB97M-V/def2-TZVPD) for a cluster of 3 separate species, C15H35ClN3O2 in total.

```
! RIJCOSX wB97M-V def2-TZVPD def2/J DEFGRID3
* xyz 1 1
C -4.1192 -1.7263 2.9179
C -3.5322 -0.7695 1.8785
Cl -3.9652 -1.3200 0.2156
C -3.8164 0.7219 2.0376
C -5.2323 1.3014 2.1144
C -6.2899 0.8766 1.0719
C -7.2004 -0.1257 1.7841
C -6.9731 0.1857 3.2176
N -5.9409 0.9174 3.3752
H -4.3477 -1.2097 3.8531
H -3.3990 -2.5058 3.1593
H -5.0181 -2.2246 2.5586
H -2.4474 -0.8580 1.8955
H -3.3613 1.2406 1.1898
H -3.2569 1.0662 2.9167
H -5.1287 2.3851 2.1361
H -6.8670 1.7583 0.7927
H -5.8496 0.4561 0.1736
H -8.2483 -0.0766 1.4908
H -6.8888 -1.1727 1.6677
H -7.5464 -0.1560 4.0722
H -5.6005 1.1911 4.2927
C -1.1441 0.3083 -1.3584
C 0.0886 1.0478 -0.8567
C 1.2346 1.1386 -1.8644
O 1.9184 -0.0811 -2.0791
C 1.3501 -0.9567 -3.0351
N 0.4898 0.4576 0.4241
H -0.9815 -0.7702 -1.3712
H -1.9759 0.4993 -0.6795
H -1.4389 0.6226 -2.3608
H -0.2008 2.0841 -0.6472
H 1.9907 1.8235 -1.4736
H 0.8788 1.5427 -2.8211
H 0.8683 -0.3962 -3.8427
H 0.6162 -1.6355 -2.5938
H 2.1615 -1.5499 -3.4555
H 1.2120 1.0240 0.8566
H 0.9223 -0.4439 0.2417
C 6.4357 1.1849 -0.5492
C 5.3295 0.2620 -1.0458
C 5.6860 -1.2272 -1.0039
O 6.6044 -1.6442 -1.9953
C 7.9705 -1.5018 -1.6629
N 4.8813 0.7037 -2.3656
H 7.2171 1.2959 -1.3023
H 6.0324 2.1779 -0.3537
H 6.8948 0.8073 0.3661
H 4.4699 0.3663 -0.3716
H 4.7734 -1.7982 -1.1942
H 6.0601 -1.5022 -0.0077
H 8.1446 -1.7377 -0.6072
H 8.3467 -0.4944 -1.8566
H 8.5270 -2.2078 -2.2771
H 4.0610 0.1657 -2.6253
H 5.6051 0.4796 -3.0423
*
```

***

Entry 3:
Density functional theory data (ωB97M-V/def2-TZVPD) for a cluster of 3 separate species, C15H35FN3O5 in total in a non-equilibrium geometry.

```
! RIJCOSX wB97M-V def2-TZVPD def2/J DEFGRID3
* xyz -1 1
C 4.4887 -2.2124 -0.8509
N 3.7263 -1.0830 -1.5141
C 4.7863 -0.4177 -2.3741
C 4.5692 1.1773 -2.3825
O 5.6326 1.7821 -1.5755
C 2.6917 -1.7439 -2.3660
C 1.4235 -2.2959 -1.5015
C 1.2117 -1.4966 -0.1313
F -0.2380 -1.4544 0.0999
C 2.0777 -0.8096 -3.5135
O 1.4990 0.3221 -3.2723
O 2.1181 -1.2276 -4.8447
H 3.8058 -2.9708 -0.3396
H 5.1139 -2.7953 -1.6348
H 5.2064 -1.7921 -0.0645
H 5.8161 -0.5898 -1.8753
H 4.8065 -0.8663 -3.4272
H 3.5284 1.4945 -2.0436
H 4.6847 1.5086 -3.4861
H 5.1800 2.3434 -0.9021
H 3.2129 -2.6425 -2.8763
H 1.6762 -3.3983 -1.2627
H 0.4687 -2.1994 -2.1196
H 1.5502 -0.3872 -0.1849
H 1.6890 -2.0251 0.7735
C -5.5076 -3.0542 0.7427
C -4.0573 -2.6121 0.9185
C -3.6489 -2.4108 2.3926
O -4.1364 -1.2052 2.9793
C -5.4757 -1.2749 3.4350
N -3.8303 -1.3997 0.1243
H -6.2161 -2.2345 0.8788
H -5.6649 -3.4436 -0.2671
H -5.7643 -3.8497 1.4482
H -3.4261 -3.4101 0.5123
H -2.5572 -2.3334 2.4320
H -3.9212 -3.2772 3.0079
H -5.7288 -2.2647 3.8259
H -6.1611 -0.9949 2.6320
H -5.5966 -0.5447 4.2381
H -2.8388 -1.1641 0.1641
H -4.2803 -0.6265 0.6148
C 1.3336 3.8903 1.4730
C 0.7888 3.4919 0.1038
C -0.6397 4.0088 -0.1651
O -1.6653 3.2803 0.5065
C -1.8617 3.6549 1.8583
N 0.8711 2.0338 -0.0347
H 0.9113 3.2924 2.2831
H 2.4174 3.7466 1.5057
H 1.1327 4.9446 1.6844
H 1.4452 3.9444 -0.6480
H -0.8470 3.8859 -1.2334
H -0.7264 5.0818 0.0465
H -1.6967 4.7244 2.0195
H -1.2125 3.0659 2.5097
H -2.8940 3.4200 2.1261
H 0.5993 1.7813 -0.9859
H 0.1299 1.6329 0.5413
*
```

***

Entry 4:
Density functional theory data (ωB97M-V/def2-TZVPD) for a structure of composition C15H35FNO5S2 in a non-equilibrium geometry.

```
! RIJCOSX wB97M-V def2-TZVPD def2/J DEFGRID3
* xyz -1 1
C -0.8943 0.0516 -0.7694
C 0.5291 0.1400 -1.3012
O 0.7054 -0.8724 -2.2744
C 1.5520 -0.0074 -0.1749
S 3.1255 0.7184 -0.6100
O 3.8120 1.0411 0.5978
O 3.7631 -0.2936 -1.3942
N 2.8183 1.9481 -1.6003
S 2.6796 3.3663 -0.9007
O 1.7355 4.1310 -1.6164
O 3.9078 3.9932 -0.6522
F 2.0131 3.1371 0.5020
H -1.5425 0.6468 -1.3973
H -0.9287 0.3934 0.2565
H -1.2916 -0.9573 -0.7799
H 0.6532 1.1258 -1.7374
H 1.4713 -0.6385 -2.8306
H 1.7394 -1.0680 -0.0835
H 1.1923 0.3916 0.7619
C -0.3310 -3.6172 1.1194
C -0.1702 -4.4620 -0.1408
C 0.1489 -5.9279 0.1462
C 1.4668 -6.1624 0.8860
C 2.7040 -5.5999 0.1874
C 2.9666 -6.2238 -1.1800
H 0.5885 -3.5859 1.7057
H -0.5862 -2.5917 0.8520
H -1.1249 -4.0123 1.7579
H 0.6010 -4.0231 -0.7781
H -1.0993 -4.4170 -0.7150
H 0.1565 -6.4801 -0.7980
H -0.6639 -6.3610 0.7393
H 1.5978 -7.2406 1.0285
H 1.4030 -5.7336 1.8899
H 3.5712 -5.7775 0.8285
H 2.6208 -4.5156 0.0848
H 3.0904 -7.3064 -1.0961
H 3.8755 -5.8136 -1.6203
H 2.1496 -6.0277 -1.8754
C -1.1541 3.2234 -0.9901
C -1.0973 4.4609 -0.1032
C -1.5655 4.2030 1.3281
C -3.0224 3.7559 1.4649
C -4.0492 4.7200 0.8744
C -4.0515 6.0910 1.5449
H -2.1793 2.8543 -1.0947
H -0.7768 3.4477 -1.9857
H -0.5398 2.4231 -0.5752
H -1.6856 5.2658 -0.5566
H -0.0684 4.8156 -0.0733
H -1.4044 5.1079 1.9219
H -0.9254 3.4357 1.7743
H -3.2448 3.6101 2.5280
H -3.1483 2.7762 0.9957
H -5.0429 4.2745 0.9804
H -3.8809 4.8366 -0.1990
H -4.2527 5.9997 2.6147
H -4.8216 6.7318 1.1115
H -3.0946 6.5987 1.4214
*
```

***

no.,lowest unoccupied orbital energy (eV),gap between HOMO and LUMO (eV)
1,-4.46,7.5
2,-4.29,5.9
3,2.48,6.6
4,2.77,9.1